The following is a DFT calculation (the ωB97M-V functional and the def2-TZVPD basis) of 9 unconnected molecules or ions with the total composition C27H81O36P9.

Structure (XYZ):
```
153
Properties=species:S:1:pos:R:3
C 4.9753 2.3630 -4.4368
O 5.1905 1.1737 -3.6041
P 5.3684 1.3771 -2.0214
O 4.5515 2.3975 -1.3521
O 5.1071 -0.0877 -1.4069
C 3.7615 -0.6445 -1.3724
O 7.0094 1.5393 -1.8739
C 7.5829 1.8174 -0.6922
H 5.9821 2.7042 -4.6774
H 4.3965 3.0172 -3.7848
H 4.5730 2.1325 -5.4233
H 3.2668 -0.8596 -2.3195
H 3.0684 -0.0016 -0.8298
H 3.7392 -1.4610 -0.6507
H 7.2013 2.7455 -0.2666
H 8.6508 1.8938 -0.8970
H 7.4670 0.9865 0.0037
C -1.1726 -3.1954 2.3918
O -1.7995 -3.6870 3.5287
P -3.2298 -3.0736 3.9803
O -3.7139 -3.6665 5.2407
O -4.0510 -3.1410 2.5636
C -5.4484 -3.5096 2.5037
O -2.9350 -1.4897 4.0798
C -3.7187 -0.5541 4.9125
H -1.3617 -2.1657 2.0886
H -1.3487 -3.7872 1.4935
H -0.1105 -3.3574 2.5759
H -5.5293 -4.5008 2.0575
H -6.0309 -2.8077 1.9068
H -5.6935 -3.5015 3.5657
H -4.7126 -0.8822 5.2170
H -3.7534 0.3642 4.3263
H -3.0602 -0.3203 5.7490
C -3.1556 -5.3514 -0.8611
O -2.6550 -6.4321 -1.4542
P -2.1214 -7.5719 -0.4559
O -2.4835 -7.3237 0.9852
O -0.5453 -7.6647 -0.8230
C 0.2712 -8.4421 0.0244
O -2.6876 -8.9480 -1.1208
C -3.9956 -9.1601 -1.5777
H -3.8896 -5.4520 -0.0616
H -3.5607 -4.8058 -1.7134
H -2.4561 -4.6207 -0.4551
H 0.9595 -7.6976 0.4244
H 0.7760 -9.1961 -0.5795
H -0.2311 -8.9287 0.8605
H -4.5088 -8.2240 -1.3580
H -4.3726 -10.1108 -1.2006
H -3.9473 -9.2407 -2.6637
C -0.1977 0.4242 2.1158
O 0.3774 -0.3607 1.1717
P -0.2805 -0.5181 -0.3430
O 0.4880 -1.2787 -1.3571
O -1.7041 -1.1364 0.0071
C -2.6990 -1.1333 -0.9645
O -0.6906 1.0004 -0.8652
C 0.1603 1.6228 -1.7529
H -1.0624 0.9438 1.7030
H 0.4760 1.1995 2.4808
H -0.5298 -0.1574 2.9758
H -2.6180 -0.3412 -1.7089
H -3.5837 -0.8847 -0.3784
H -2.7176 -2.1108 -1.4464
H -0.2094 2.6257 -1.9668
H 0.2314 1.1678 -2.7409
H 1.1868 1.7104 -1.3970
C 1.7098 0.1646 -5.1816
O 2.1278 1.4782 -5.6256
P 0.8844 2.3745 -6.1702
O 0.4627 1.9656 -7.5454
O -0.3483 2.3563 -5.0962
C -1.4538 3.1995 -5.3782
O 1.5428 3.9483 -6.1766
C 2.7119 4.2618 -6.9733
H 2.4245 -0.4785 -5.6951
H 0.6792 -0.0910 -5.4279
H 1.9060 0.0049 -4.1213
H -1.2769 4.0215 -6.0719
H -1.7238 3.6004 -4.4012
H -2.2607 2.5528 -5.7227
H 3.5371 3.7084 -6.5251
H 3.0227 5.3038 -6.8978
H 2.7092 3.9541 -8.0190
C -3.0651 6.0066 -2.2208
O -1.8319 5.8253 -1.5941
P -1.1838 6.8394 -0.5221
O -2.0267 7.9976 -0.2392
O -0.9806 5.8356 0.7400
C -2.0640 5.1125 1.2450
O 0.3830 7.1677 -1.0223
C 1.4262 6.1636 -1.1933
H -3.8364 5.4451 -1.6936
H -3.1712 5.7722 -3.2800
H -3.4350 7.0316 -2.1943
H -2.0742 4.1072 0.8240
H -3.0115 5.5227 0.8956
H -1.8894 4.8895 2.2976
H 1.8532 6.3833 -2.1718
H 1.0513 5.1468 -1.0763
H 2.2446 6.2179 -0.4755
C 2.9733 3.5533 1.7117
O 3.7056 3.2204 2.9078
P 2.9727 2.3211 4.1430
O 3.6149 2.4025 5.4640
O 1.4719 2.8483 4.0366
C 1.0670 3.9480 4.7742
O 2.9476 0.8529 3.4930
C 3.8591 -0.1047 3.8981
H 3.5028 3.7459 0.7786
H 2.5477 4.5391 1.8991
H 2.1147 2.8950 1.5790
H 1.9605 4.5459 4.9543
H 0.7626 3.5378 5.7370
H 0.2908 4.6209 4.4097
H 3.3067 -1.0175 4.1209
H 4.3876 0.2727 4.7736
H 4.6064 -0.3303 3.1373
C -0.0990 -2.1221 9.8865
O 0.1500 -0.7633 9.6693
P 1.1769 -0.2936 8.4839
O 2.4406 -1.0997 8.4912
O 0.3016 -0.4049 7.1077
C 0.6267 0.2308 5.8736
O 1.2145 1.3712 8.7576
C 2.3590 2.1038 8.5090
H 0.8699 -2.6171 9.9525
H -0.6626 -2.6959 9.1508
H -0.6810 -2.3587 10.7773
H 0.2821 1.2648 5.8579
H 0.5237 -0.3950 4.9871
H 1.6907 0.4541 5.7963
H 2.5066 2.7853 9.3468
H 2.3013 2.7216 7.6129
H 3.2368 1.4581 8.4827
C -0.3557 -2.8990 -4.3995
O -1.1916 -2.4514 -5.4108
P -2.4531 -1.5333 -5.0799
O -2.0931 -0.1785 -4.6702
O -3.0496 -1.5720 -6.5582
C -2.5382 -0.8478 -7.6124
O -3.4542 -2.4146 -4.1769
C -4.4829 -3.1969 -4.8326
H -0.2521 -3.9745 -4.5432
H -0.8978 -2.9187 -3.4540
H 0.5937 -2.3662 -4.4512
H -1.5557 -0.5176 -7.2752
H -3.1016 -0.0093 -8.0218
H -2.5883 -1.6934 -8.2984
H -5.0784 -2.4940 -5.4152
H -5.1089 -3.7856 -4.1620
H -4.0107 -3.8485 -5.5679
```

Computed properties:
* <S²>: 0.757
* ΔE to the lowest compared entry with this formula, charge and spin: 220.1 kJ/mol
* LUMO (alpha / beta): -2.76 / -9.98 eV
* HOMO energy (alpha / beta): -11.91 / -11.91 eV
* charge: +1
* spin multiplicity: 2
* frontier orbital gap (alpha / beta): 9.15 / 1.93 eV

Löwdin population analysis, charges in e, atoms 1 to 4: -0.0554, -0.2165, 0.4511, -0.2560

The following is a DFT calculation (the ωB97M-V functional and the def2-TZVPD basis) of 19 unconnected molecules or ions with the total composition C27H82FO21P.

Structure (XYZ):
```
132
Properties=species:S:1:pos:R:3
C 11.0783 -2.7732 0.4607
C 10.7916 -1.7125 -0.7022
C 10.9305 -0.1994 -0.1942
C 9.9385 0.1671 1.0160
C 8.3930 -0.0626 0.6875
C 7.6866 1.3166 0.2298
C 6.1864 1.2607 0.8320
C 5.1087 1.9373 -0.1595
C 3.6045 1.6766 0.3553
C 2.5183 2.2962 -0.6673
C 1.0382 2.3162 -0.0117
C -0.1089 2.6393 -1.0896
C -1.4829 1.9335 -0.6221
C -2.7184 2.8981 -0.9570
C -4.0139 2.3849 -0.1628
C -4.7216 1.2806 -1.0790
C -5.0109 0.0080 -0.1379
C -5.8894 -1.1005 -0.9421
C -7.2590 -1.2188 -0.1502
C -8.5326 -0.8892 -0.6456
P -8.7577 -0.2840 -2.4233
C -7.9574 -1.4976 -3.6529
O -10.4536 -0.4445 -2.7466
C -9.7430 -1.0638 0.3912
O -10.8453 -1.5056 0.0504
C -9.3808 -0.6659 1.9059
C -10.3767 0.1167 2.8624
C -10.1691 -0.2974 4.4059
F -11.7624 -0.1033 2.5298
C -8.1088 -1.0158 2.3954
C -7.1527 -1.7647 1.3528
O -6.3984 -2.7055 1.6704
H 11.1455 -3.8036 -0.0407
H 12.0926 -2.5798 0.9333
H 10.2397 -2.8469 1.2287
H 11.5150 -1.8233 -1.5875
H 9.7567 -1.9497 -1.1237
H 11.9928 0.0137 0.1460
H 10.6833 0.4935 -1.0756
H 10.2195 -0.4487 1.9387
H 10.1251 1.2616 1.3148
H 8.1931 -0.8255 -0.1295
H 7.8920 -0.4449 1.6452
H 7.6690 1.4298 -0.9077
H 8.2742 2.2120 0.6491
H 6.1792 1.7940 1.8416
H 5.8551 0.1717 0.9429
H 5.3021 3.0572 -0.1665
H 5.2320 1.5597 -1.2365
H 3.4890 0.5352 0.4149
H 3.4390 2.1175 1.4017
H 2.7632 3.3946 -0.8761
H 2.5256 1.6997 -1.6461
H 1.0714 3.1375 0.7862
H 0.8361 1.2965 0.4818
H 0.2167 2.2469 -2.1059
H -0.2545 3.7765 -1.0785
H -1.4562 1.7018 0.4926
H -1.5621 0.9379 -1.1862
H -2.9347 2.9168 -2.0722
H -2.4112 3.9553 -0.6291
H -4.7025 3.2874 -0.0333
H -3.7761 1.9651 0.8693
H -5.7486 1.6553 -1.4086
H -4.1080 0.9619 -1.9762
H -4.0766 -0.4658 0.2963
H -5.6160 0.4205 0.7500
H -5.3753 -2.1067 -0.8636
H -5.9924 -0.6964 -1.9945
H -7.5877 -2.3979 -3.0625
H -7.0266 -0.9732 -4.0715
H -8.6638 -1.8039 -4.4859
H -10.5927 -1.4179 -2.8198
H -10.1562 1.2339 2.7430
H -9.1322 0.0240 4.7694
H -10.9378 0.2323 5.0510
H -10.2927 -1.4226 4.5274
H -7.7119 -0.7766 3.4232
O 7.9098 4.2755 1.8127
H 7.8818 4.5154 2.7463
H 7.6198 5.0758 1.3574
O 13.5273 -3.7772 2.5967
H 13.8101 -4.5122 3.1529
H 13.9480 -3.0056 2.9960
O -3.3728 -2.6322 1.1867
H -4.3089 -2.8774 1.1611
H -2.9421 -3.2911 0.6299
O 7.9430 -1.9594 -2.0418
H 7.3555 -2.7250 -2.1078
H 7.9577 -1.5994 -2.9358
O -2.2158 -0.0275 -2.8633
H -2.5213 -0.8614 -2.4852
H -1.5954 -0.2975 -3.5499
O -6.3180 -2.9462 4.9487
H -6.4233 -2.7616 4.0055
H -6.1099 -3.8892 4.9806
O -5.8118 1.5199 -3.7086
H -6.6759 1.9244 -3.5609
H -5.3437 2.1627 -4.2601
O -9.2684 -3.5485 4.9627
H -8.4679 -3.1511 4.5947
H -9.2461 -4.4578 4.6433
O -4.1254 2.7246 -6.1468
H -3.3368 3.1270 -6.5288
H -4.0971 1.8127 -6.4594
O -3.4206 -2.2377 -4.0029
H -4.0089 -2.9997 -4.0656
H -3.4031 -1.8814 -4.8986
O 0.5363 -0.3119 2.3587
H -0.4048 -0.1095 2.2926
H 0.5594 -1.1845 2.7689
O -3.4508 -3.2121 4.6603
H -4.3148 -2.7977 4.8004
H -2.9703 -2.5760 4.1179
O -6.6538 4.1135 -1.1916
H -7.4920 3.7696 -0.8597
H -6.4051 4.7850 -0.5456
O 14.2639 -0.1336 1.3371
H 14.4431 -0.4574 0.4469
H 14.3099 0.8262 1.2487
O 6.5529 5.0545 -1.5876
H 7.0170 4.2801 -1.9270
H 5.6241 4.7950 -1.6046
O -12.7805 -2.7899 2.0610
H -12.3449 -2.3088 1.3441
H -13.4064 -2.1527 2.4221
O 12.7935 2.0727 -0.4340
H 11.9276 2.4717 -0.2842
H 13.2561 2.7165 -0.9844
O 6.9588 -4.4728 -3.5228
H 6.8356 -4.3008 -4.4635
H 7.1825 -5.4099 -3.4839
```

Computed properties:
* LUMO: -1.40 eV
* HOMO energy: -8.83 eV
* charge: 0
* spin multiplicity: 1
* frontier orbital gap: 7.44 eV

Löwdin population analysis, charges in e, atoms 1 to 4: -0.1237, -0.2534, -0.2240, -0.2026

The following is a DFT calculation (the ωB97M-V functional and the def2-TZVPD basis) of a molecular structure, C27H87HfN6O14.

Structure (XYZ):
```
135
Properties=species:S:1:pos:R:3
Hf 2.1633 -4.4957 0.5159
C 1.3317 -0.1206 -0.2313
C 0.6903 -1.3777 0.3721
C -0.8462 -1.2799 0.3065
O 1.1799 -2.5111 -0.2538
H 0.9346 0.8057 0.1797
H 1.1509 -0.0390 -1.3067
H 2.4142 -0.1432 -0.0938
H 0.9548 -1.3648 1.4386
H -1.1562 -1.2053 -0.7371
H -1.1776 -0.3651 0.7898
H -1.4405 -2.0776 0.7551
C -4.2043 -3.0506 -6.2562
C -3.1832 -2.0709 -6.7986
C -2.0448 -1.7998 -5.8066
O -2.4163 -1.1335 -4.6076
C -1.3346 -0.8863 -3.7419
N -2.6216 -2.7351 -7.9810
H -4.6589 -2.6122 -5.3596
H -3.7657 -3.9941 -5.9282
H -5.0744 -3.2291 -6.8850
H -3.6798 -1.1536 -7.1128
H -1.3147 -1.1966 -6.3583
H -1.5585 -2.7470 -5.5403
H -0.8035 -1.8298 -3.5433
H -1.8252 -0.4294 -2.8828
H -0.5731 -0.2235 -4.1655
H -1.7102 -3.1598 -7.8200
H -2.2839 -1.9115 -8.4832
C 3.4077 1.0665 3.2634
C 4.4519 1.9310 2.6184
C 4.6070 3.2400 3.3195
O 5.6106 4.0300 2.7653
C 5.8648 5.2349 3.4906
N 5.7744 1.2434 2.5609
H 3.1338 0.2485 2.5898
H 2.5107 1.6700 3.4249
H 3.6515 0.6961 4.2598
H 4.1515 2.1457 1.5868
H 4.7754 3.1200 4.3986
H 3.6517 3.7824 3.3036
H 6.4514 5.0344 4.3902
H 5.1035 6.0113 3.4830
H 6.7140 5.6513 2.9386
H 6.4779 1.9723 2.5112
H 5.7621 0.7468 1.6789
C 1.2408 3.5367 1.1838
C -0.2420 3.1924 0.9895
C -1.1114 4.1886 1.7400
O -1.0010 3.8457 3.1052
C -1.8560 4.5111 3.9814
N -0.5561 3.1850 -0.4267
H 1.5249 4.5693 0.9710
H 1.9058 3.0797 0.4399
H 1.6289 3.1711 2.1343
H -0.4321 2.1615 1.2931
H -2.1568 4.0927 1.4299
H -0.7843 5.2152 1.5506
H -1.7546 4.0495 4.9656
H -2.9091 4.4031 3.7012
H -1.6246 5.5670 4.1439
H -0.2451 4.0601 -0.8325
H 0.0460 2.4588 -0.7961
C -3.5952 -4.5679 -2.9701
C -3.3892 -4.2750 -1.5086
C -4.2110 -5.0604 -0.4863
O -5.6140 -4.7671 -0.5479
C -5.9550 -3.5047 0.0434
N -1.9996 -4.5974 -1.0778
H -2.8255 -4.0433 -3.5431
H -4.5000 -4.2133 -3.4610
H -3.5131 -5.6468 -3.1202
H -3.5383 -3.2159 -1.2863
H -3.8738 -4.9587 0.5471
H -4.2111 -6.1127 -0.7829
H -7.0415 -3.4631 0.0139
H -5.6224 -2.6460 -0.5470
H -5.5760 -3.3344 1.0535
H -1.3385 -3.9840 -1.5520
H -1.7431 -5.5086 -1.4548
C 1.2077 2.3052 -3.9378
C 2.1096 3.5268 -4.0854
C 1.3601 4.8188 -3.7657
O 0.8838 4.7920 -2.4088
C 0.1695 5.9979 -2.0959
N 3.2197 3.2768 -3.1614
H 0.3381 2.5061 -4.5659
H 0.9302 2.1938 -2.8890
H 1.7413 1.4264 -4.2993
H 2.3733 3.6535 -5.1381
H 0.5767 5.0485 -4.4900
H 2.1106 5.6138 -3.8305
H -0.5157 6.4122 -2.8359
H 0.9297 6.7571 -1.8954
H -0.3901 5.8725 -1.1689
H 2.6499 3.2679 -2.3126
H 3.6796 4.1643 -2.9548
C -2.2160 -1.8289 4.0426
C -0.7012 -2.0871 4.0742
C 0.1310 -1.2032 5.0106
O -0.0311 0.1486 4.6283
C 0.1411 1.0610 5.7026
N -0.3608 -3.4736 4.4344
H -2.4596 -0.8070 3.7473
H -2.6568 -1.8430 5.0432
H -2.7460 -2.5239 3.3913
H -0.3616 -1.8295 3.0656
H 1.2084 -1.3785 4.8910
H -0.1080 -1.4112 6.0578
H -0.0045 2.0245 5.2160
H 1.1407 1.0072 6.1412
H -0.5997 0.8912 6.4860
H -0.9134 -4.1345 3.8933
H -0.7639 -3.6071 5.3592
O -2.6343 1.3224 -0.3643
H -2.4043 0.9773 0.5096
H -2.0273 2.0824 -0.5049
O -0.2130 -4.6112 1.0877
H -0.9767 -4.6600 0.4237
H -0.5433 -5.0589 1.8816
O 2.4782 -2.1962 -3.1993
H 2.0645 -1.5913 -2.5695
H 1.7676 -2.7872 -3.4756
O -2.4928 1.1833 2.5048
H -1.5330 1.1604 2.4583
H -2.6814 1.9015 3.1183
O 1.8334 -3.6328 2.7341
H 1.0652 -3.7628 3.3608
H 2.4283 -3.0349 3.2053
O 3.7302 -2.6951 1.2112
H 3.5244 -2.1242 1.9651
H 4.6967 -2.6522 1.1294
O 3.6078 -3.8547 -1.2625
H 3.4514 -3.1596 -1.9618
H 4.4134 -4.3205 -1.5426
```

Computed properties:
* LUMO: -12.95 eV
* HOMO energy: -14.47 eV
* charge: +3
* spin multiplicity: 1
* frontier orbital gap: 1.51 eV

Löwdin population analysis, charges in e, atoms 1 to 4: 2.2626, -0.0013, -0.5052, -0.0089

The following is a DFT calculation (the ωB97M-V functional and the def2-TZVPD basis) of a molecular structure, C28H14BrF4N6O2Pd.

Structure (XYZ):
```
56
Properties=species:S:1:pos:R:3
Pd -0.1853 1.5547 0.4252
O -0.3029 -3.5469 2.0609
C 1.0115 -3.3580 1.6652
C 1.9926 -4.2951 1.9317
C 3.2933 -4.0511 1.5085
C 3.5993 -2.8796 0.8348
C 2.6017 -1.9475 0.5816
C 1.2974 -2.1749 0.9944
C 0.1999 -1.1885 0.6588
O 0.6923 -0.1164 -0.0353
N -0.4559 -0.7491 1.9414
N -1.0237 0.4557 1.8775
C -1.9372 0.8700 2.6799
C -2.4462 2.2391 2.5984
Br -1.5546 3.3761 1.3408
C -3.4136 2.7975 3.3258
C -4.3059 2.1429 4.3057
C -4.8335 2.9334 5.3254
C -5.6716 2.3897 6.2864
C -6.0091 1.0455 6.2298
C -5.5179 0.2565 5.1989
C -4.6754 0.8007 4.2413
H -0.4043 -4.4432 2.3926
H 1.7439 -5.2104 2.4575
H 4.0633 -4.7865 1.7015
H 4.6073 -2.6953 0.4901
H 2.8080 -1.0371 0.0356
H -0.5840 -1.7195 0.0917
H -0.9694 -1.4612 2.4497
H -2.3008 0.2220 3.4716
H -3.5677 3.8647 3.2156
H -4.5748 3.9844 5.3689
H -6.0648 3.0184 7.0742
H -6.6664 0.6165 6.9745
H -5.8034 -0.7846 5.1267
H -4.3585 0.1786 3.4139
F 0.1707 1.4885 -6.1336
C 1.3290 1.1248 -5.5521
C 2.1769 0.3183 -6.2813
F 1.7654 -0.0123 -7.5192
C 3.3993 -0.1759 -5.7951
C 3.6591 0.2579 -4.4838
C 2.8126 1.0721 -3.7659
F 3.2018 1.4266 -2.5237
C 1.6046 1.5487 -4.2574
C 0.6933 2.3920 -3.4644
C 0.7546 2.4866 -2.1220
N 0.7997 2.5864 -0.9422
C -0.3383 3.2012 -4.0358
N -1.1801 3.8891 -4.4200
F 4.7970 -0.1089 -3.8677
C 4.2783 -1.0241 -6.5508
C 4.0200 -1.3950 -7.8948
N 3.8645 -1.7301 -8.9908
C 5.4659 -1.5797 -6.0126
N 6.4417 -2.0677 -5.6279
```

Computed properties:
* ΔE to the lowest compared entry with this formula, charge and spin: 0.0 kJ/mol
* LUMO: 0.37 eV
* HOMO energy: -3.41 eV
* charge: -1
* spin multiplicity: 1
* frontier orbital gap: 3.79 eV

Löwdin population analysis, charges in e, atoms 1 to 4: 0.7396, 0.0289, -0.2654, -0.0343

We obtain F_max values of 5.368 3.126 10.194 0.479 eV/Å for the records listed above, in that order.